[1]
A single C21H23N5O3 molecule, computed with ωB97M-V/def2-TZVPD.

## Properties
Orbital gap in Eh: 0.343
SMILES: CCN(CC(=O)NC(=O)NCc1ccccc1)Cc1nc2ccccc2c(=O)[nH]1
LUMO in eV: 0.374

CARTESIAN COORDINATES (ANGSTROEM)
1 O -0.990 1.824 -3.650
2 O 0.518 -1.470 -1.641
3 O 0.974 1.505 5.891
4 N 1.387 1.780 3.686
5 N 2.985 0.578 2.492
6 N 0.126 0.745 -2.003
7 N 0.687 1.385 0.490
8 N -0.637 -0.416 -3.857
9 C 0.576 -0.312 -1.282
10 C -1.419 2.566 1.035
11 C 1.619 1.174 4.920
12 C 1.205 0.105 0.043
13 C -4.944 -1.035 -3.823
14 C -0.635 1.259 1.095
15 C 4.671 -1.752 4.732
16 C -2.745 -1.221 -4.780
17 C 2.065 1.468 2.542
18 C -0.561 0.769 -3.240
19 C 3.315 -0.094 3.643
20 C -5.207 -2.352 -4.160
21 C -3.720 -0.472 -4.132
22 C 2.669 0.162 4.867
23 C -4.240 -3.105 -4.804
24 C -3.012 -2.542 -5.109
25 C 4.322 -1.064 3.592
26 C 4.031 -1.495 5.944
27 C 3.037 -0.546 6.012
28 C -1.403 -0.598 -5.074
29 C 1.644 2.158 1.269
30 H -2.436 2.392 1.375
31 H -3.509 0.556 -3.874
32 H 0.215 1.649 -1.546
33 H 2.282 0.190 -0.122
34 H 0.673 2.500 3.677
35 H -1.535 0.393 -5.515
36 H -2.259 -3.133 -5.610
37 H -5.697 -0.445 -3.322
38 H -1.453 2.935 0.014
39 H -0.581 0.894 2.133
40 H -0.314 -1.235 -3.351
41 H -0.981 3.336 1.666
42 H -6.165 -2.791 -3.922
43 H -1.178 0.507 0.517
44 H 5.449 -2.500 4.689
45 H 2.531 2.307 0.649
46 H -4.441 -4.133 -5.068
47 H 1.057 -0.710 0.766
48 H -0.828 -1.228 -5.757
49 H 1.203 3.131 1.490
50 H 4.806 -1.251 2.648
51 H 2.524 -0.326 6.936
52 H 4.317 -2.044 6.828

Mulliken population analysis, charges in e, atoms 1 to 6:
1. O -0.67
2. O -0.73
3. O -0.69
4. N -0.03
5. N -0.51
6. N -0.10

[2]
A single C21H23N5O3S2 molecule, computed with ωB97M-V/def2-TZVPD.

## Properties
Orbital gap in Eh: 0.296
SMILES: O=C(NCc1n[nH]c(=S)n1-c1ccccc1)c1ccc(S(=O)(=O)N2CCCCC2)cc1
LUMO in eV: -0.076

CARTESIAN COORDINATES (ANGSTROEM)
1 S 4.445 -3.020 1.587
2 S -3.115 1.640 0.383
3 O -3.232 2.674 1.370
4 O -4.122 1.530 -0.632
5 O 2.481 1.175 -3.300
6 N 3.427 1.556 -1.299
7 N 4.249 -1.006 -0.227
8 N 6.228 -1.262 0.596
9 N -2.849 0.165 1.139
10 N 6.303 -0.213 -0.254
11 C 1.021 1.725 -1.508
12 C 2.356 1.483 -2.133
13 C 0.828 2.206 -0.214
14 C -3.465 -0.964 0.477
15 C -4.265 -0.496 3.059
16 C -0.083 1.337 -2.265
17 C -1.518 1.787 -0.417
18 C 2.877 -1.196 -0.524
19 C -4.983 -1.018 0.725
20 C -5.329 -0.239 1.997
21 C -2.943 0.127 2.585
22 C 4.972 -1.780 0.663
23 C 0.594 -1.224 0.197
24 C 1.151 -1.783 -2.070
25 C 0.204 -1.603 -1.076
26 C -0.443 2.228 0.330
27 C 2.492 -1.582 -1.800
28 C 4.709 1.013 -1.681
29 C 5.116 -0.076 -0.749
30 C 1.933 -1.023 0.480
31 C -1.354 1.366 -1.722
32 H -5.508 -0.575 -0.121
33 H -4.554 -0.057 4.014
34 H -2.084 -0.433 2.975
35 H -5.352 0.830 1.773
36 H -0.146 -1.080 0.969
37 H 5.492 1.777 -1.672
38 H 3.298 1.785 -0.328
39 H 7.034 -1.583 1.106
40 H 1.650 2.576 0.381
41 H -4.148 -1.572 3.201
42 H -6.315 -0.532 2.358
43 H -3.250 -0.870 -0.587
44 H 0.850 -2.086 -3.061
45 H 4.592 0.642 -2.707
46 H -2.974 -1.866 0.855
47 H -5.297 -2.059 0.823
48 H -2.222 1.069 -2.289
49 H 2.253 -0.745 1.473
50 H 0.088 0.996 -3.275
51 H -0.621 2.585 1.332
52 H 3.236 -1.727 -2.568
53 H -2.868 1.161 2.921
54 H -0.841 -1.764 -1.290

Mulliken population analysis, charges in e, atoms 1 to 6:
1. S -0.42
2. S 1.41
3. O -0.74
4. O -0.66
5. O -0.68
6. N -0.18